# 1
Below is a cluster of 6 separate species, C21H57N5O9 in total at a distorted geometry, with properties calculated with ωB97M-V/def2-TZVPD.

Values from the calculation:
Orbital gap   8.83 eV
ΔE to the lowest compared entry with this formula, charge and spin   0.0 kJ/mol
Spin multiplicity   1
SMILES   COCCNCCOC.COCCNCCOC.COCCNCCOC.NC(N)=O.CO.CO
LUMO energy   0.0147 Ha

Each line ends with the Löwdin charge.
Atoms and positions in Å:
C -4.129513 -1.375779 -2.485723  -0.133
O -4.189767 -0.751255 -1.255622  -0.198
C -3.135335 -1.119197 -0.417667  -0.233
C -3.429269 -0.724510 1.030956  -0.175
N -4.514702 -1.544694 1.645053  -0.046
C -4.881697 -1.044618 2.921584  -0.247
C -4.119659 -1.551417 4.120328  -0.224
O -4.495859 -2.920529 4.323844  -0.180
C -3.824554 -3.473294 5.431482  -0.140
H -3.194236 -1.089069 -3.030502  0.099
H -5.008025 -1.107119 -3.067052  0.086
H -4.094763 -2.478696 -2.334202  0.095
H -2.223718 -0.630007 -0.819387  0.111
H -3.046087 -2.178298 -0.508415  0.109
H -3.698747 0.339352 1.015570  0.103
H -2.535126 -0.869874 1.660142  0.117
H -5.253772 -1.592798 0.958304  0.108
H -5.872954 -1.438983 3.081433  0.117
H -4.913229 0.071119 2.932665  0.124
H -4.364942 -0.939065 5.019656  0.129
H -3.022497 -1.405798 3.992497  0.122
H -2.711609 -3.517650 5.291114  0.095
H -4.209070 -4.479743 5.540999  0.080
H -3.947310 -2.965986 6.399385  0.082
C 2.477988 -7.842543 -4.433174  -0.080
O 3.123694 -6.557264 -4.541459  -0.201
C 2.734757 -5.615825 -3.597120  -0.243
C 3.575100 -4.283758 -3.768464  -0.203
N 3.507362 -3.452209 -2.586223  -0.088
C 4.351306 -2.292059 -2.737077  -0.208
C 3.935812 -1.258179 -1.640745  -0.267
O 2.684834 -0.764812 -1.932941  -0.179
C 2.235371 -0.003218 -0.806117  -0.076
H 1.424434 -7.811601 -4.707549  0.082
H 2.574010 -8.151321 -3.386421  0.084
H 3.094275 -8.458219 -5.090922  0.088
H 3.014547 -5.923778 -2.587316  0.114
H 1.695902 -5.353234 -3.582732  0.110
H 3.170786 -3.756598 -4.629309  0.109
H 4.631628 -4.551866 -3.974228  0.129
H 2.567804 -3.101997 -2.458893  0.108
H 4.223866 -1.860442 -3.740541  0.118
H 5.394372 -2.572742 -2.488192  0.125
H 4.675534 -0.454752 -1.580695  0.118
H 3.965114 -1.782647 -0.685582  0.120
H 3.007425 0.762281 -0.592489  0.083
H 2.177731 -0.613362 0.127726  0.087
H 1.256240 0.389559 -1.073460  0.082
C 3.440830 -0.525307 3.415048  -0.076
O 2.415483 -0.445378 2.415438  -0.211
C 1.173225 0.051840 2.834768  -0.212
C 1.148022 1.571310 3.018750  -0.185
N 1.412708 2.151617 1.697751  -0.053
C 1.572600 3.620744 1.725960  -0.174
C 1.857820 4.105722 0.329796  -0.206
O 3.075148 3.521024 -0.175422  -0.195
C 3.038876 3.527220 -1.568280  -0.132
H 4.304082 -1.088343 3.040090  0.096
H 3.052546 -0.979507 4.295322  0.070
H 3.802370 0.435308 3.778579  0.081
H 0.896333 -0.433176 3.776825  0.124
H 0.432875 -0.260346 2.103324  0.114
H 1.807075 1.945336 3.791624  0.111
H 0.151964 1.862970 3.362237  0.106
H 2.291976 1.736959 1.371752  0.107
H 2.286244 3.978008 2.454636  0.114
H 0.645110 4.045128 2.118365  0.118
H 2.050294 5.169572 0.325571  0.120
H 1.007561 3.949784 -0.327259  0.086
H 3.851864 2.911643 -1.933971  0.083
H 3.160272 4.591426 -1.956585  0.109
H 2.055169 3.166578 -1.875176  0.071
N -1.087953 5.735189 -4.310152  0.126
C -0.763363 5.552451 -2.933186  -0.556
N -1.312510 6.559644 -2.084704  0.130
O -0.081169 4.602233 -2.510854  -0.001
H -0.903962 5.025838 -5.007515  0.098
H -1.725613 6.442821 -4.628530  0.079
H -1.517487 7.449614 -2.522676  0.088
H -1.138967 6.506094 -1.105387  0.082
C -2.826751 3.199365 2.374847  -0.146
O -2.176379 1.989138 2.802382  -0.160
H -3.731681 3.034768 1.808263  0.069
H -3.201480 3.592776 3.289005  0.059
H -2.143423 3.973611 1.941108  0.082
H -1.814628 1.469098 2.045491  0.036
C -1.406486 1.835483 -0.626124  -0.148
O -0.863765 1.053126 0.395880  -0.176
H -1.032394 1.467358 -1.581079  0.082
H -2.492594 1.595969 -0.601052  0.083
H -1.279489 2.905379 -0.524324  0.069
H -0.113772 1.498414 0.806915  0.022

Forces on atoms 1 to 3 (eV/Å):
C 0.8551 -0.7842 -0.5661
O -1.2949 0.9510 0.5491
C 0.6126 0.6191 0.3096

# 2
Below is a structure of composition C21H59BrN6O5P2Si2 at a distorted geometry, with properties calculated with ωB97M-V/def2-TZVPD.

Values from the calculation:
Orbital gap   8.84 eV
Spin multiplicity   1
LUMO energy   0.0192 Ha

Each line ends with the Löwdin charge.
Atoms and positions in Å:
C -3.289868 3.444541 2.677745  -0.065
C -3.602694 4.555383 1.694588  -0.295
O -3.625357 5.849239 2.283350  -0.142
C -2.704657 6.705384 1.635657  -0.300
C -3.146790 7.115741 0.217872  -0.275
Si -1.724824 7.584078 -0.910024  0.533
O -1.420858 6.461929 -2.097629  -0.377
Si -1.329537 4.864296 -1.635323  0.509
C 0.188450 4.016499 -2.321546  -0.222
C 1.430558 4.442476 -1.525586  -0.309
O 1.380077 4.056949 -0.158078  -0.129
C -2.912038 3.919013 -1.991084  -0.315
C -2.946884 3.139066 -3.311754  -0.785
C -3.810381 1.894307 -3.191375  -0.170
Br -3.787236 4.276903 -4.680581  0.672
H -3.802631 3.565619 3.630576  0.075
H -2.208416 3.423064 2.823573  0.062
H -3.577761 2.494191 2.224452  0.072
H -2.859446 4.493138 0.899529  0.060
H -4.590023 4.379092 1.250358  0.121
H -2.625024 7.600329 2.255638  0.120
H -1.700117 6.264139 1.616342  0.095
H -3.774482 8.007470 0.311296  0.073
H -3.799148 6.353257 -0.213398  0.069
H -2.049170 8.867155 -1.571362  -0.031
H -0.487845 7.815824 -0.125572  -0.008
H -1.171424 4.910619 -0.164506  0.034
H 0.077624 2.937076 -2.158224  0.085
H 0.357794 4.243119 -3.376314  0.091
H 1.518274 5.531152 -1.510130  0.111
H 2.333738 4.007192 -1.965407  0.110
H 0.874080 3.235338 -0.039324  0.035
H -3.748981 4.618997 -1.962858  0.060
H -3.057885 3.211510 -1.166638  0.079
H -1.955260 2.886825 -3.679761  0.067
H -4.779304 2.162692 -2.768112  0.079
H -3.333073 1.199160 -2.495095  0.076
H -3.980874 1.411467 -4.151652  0.065
O -0.234425 1.973663 1.189831  -0.300
P 0.534425 0.965760 1.973741  0.623
N 2.144669 1.469516 1.839583  -0.291
C 3.290052 0.589052 1.736493  -0.115
C 2.454459 2.851536 2.186076  -0.134
N 0.190409 -0.484293 1.110180  -0.315
C 1.163277 -1.059168 0.194988  -0.126
C -1.141990 -0.495889 0.519792  -0.138
N 0.603357 0.202491 3.450602  -0.305
C 0.892107 1.034625 4.618201  -0.110
C 0.355239 -1.206720 3.736623  -0.095
H 3.304084 -0.196667 2.503871  0.082
H 4.202519 1.171072 1.864495  0.082
H 3.355960 0.118201 0.757347  0.057
H 2.737734 2.955051 3.242560  0.076
H 1.598018 3.495102 1.999028  0.061
H 3.273572 3.230424 1.573661  0.083
H 1.476770 -0.356324 -0.591939  0.089
H 0.737576 -1.942048 -0.283359  0.059
H 2.044705 -1.414004 0.726518  0.058
H -1.191840 0.060835 -0.424692  0.074
H -1.874198 -0.058587 1.198321  0.072
H -1.434318 -1.531796 0.331376  0.084
H 1.939473 0.939893 4.924670  0.086
H 0.258628 0.759214 5.462059  0.079
H 0.699354 2.087051 4.405273  0.075
H 1.235180 -1.811311 3.505305  0.081
H -0.490235 -1.602241 3.184372  0.074
H 0.130719 -1.322195 4.798720  0.077
O 0.873893 -4.386118 -0.590469  -0.287
P 1.286046 -5.684546 -1.161346  0.579
N 0.688598 -6.868690 -0.115429  -0.298
C 1.311035 -8.146538 0.166512  -0.118
C -0.706708 -6.756549 0.282776  -0.129
N 3.009783 -5.615775 -1.139292  -0.314
C 3.785998 -6.349517 -0.154919  -0.132
C 3.515011 -4.255067 -1.287177  -0.142
N 1.186031 -6.451817 -2.626443  -0.307
C -0.152934 -6.782495 -3.111023  -0.110
C 2.280164 -6.794626 -3.527225  -0.097
H 1.593104 -8.699510 -0.739072  0.084
H 0.608858 -8.775460 0.713266  0.081
H 2.189483 -8.043594 0.798790  0.055
H -1.376196 -7.314702 -0.384523  0.075
H -1.013877 -5.711567 0.277942  0.070
H -0.849945 -7.131349 1.298317  0.081
H 3.514240 -6.103470 0.881100  0.091
H 4.843279 -6.114790 -0.292389  0.082
H 3.696851 -7.423483 -0.299143  0.058
H 3.491005 -3.689738 -0.347851  0.079
H 2.930905 -3.699526 -2.019367  0.077
H 4.547044 -4.296999 -1.644974  0.082
H -0.387697 -7.839647 -2.946215  0.085
H -0.247884 -6.569647 -4.176245  0.080
H -0.910618 -6.187115 -2.598940  0.075
H 2.779854 -7.712336 -3.208167  0.080
H 3.020714 -6.004724 -3.602582  0.072
H 1.880071 -6.957069 -4.529250  0.078

Forces on atoms 1 to 3 (eV/Å):
C 0.3537 0.1786 -0.0979
C -0.7580 -0.3858 -0.0133
O 0.5263 -0.1614 -0.1099

# 3
Below is a cluster of 6 separate species, C21H59N5O6 in total at a distorted geometry, with properties calculated with ωB97M-V/def2-TZVPD.

Values from the calculation:
Orbital gap   9.14 eV
ΔE to the lowest compared entry with this formula, charge and spin   322.5 kJ/mol
Spin multiplicity   1
SMILES   COC[C@H](C)N.COC[C@H](C)N.COC[C@H](C)N.COC[C@H](C)N.COC[C@H](C)N.CO
LUMO energy   0.0174 Ha

Each line ends with the Löwdin charge.
Atoms and positions in Å:
C -6.019668 0.909315 -6.722773  -0.098
O -5.012370 1.268020 -5.783520  -0.165
C -4.262111 0.135652 -5.401861  -0.249
C -3.091392 0.503570 -4.584291  -0.445
C -2.014902 1.238598 -5.277249  -0.051
N -2.602455 -0.676625 -3.773509  0.055
H -5.789270 1.134766 -7.764018  0.088
H -6.925950 1.497269 -6.577596  0.082
H -6.320334 -0.115074 -6.502964  0.084
H -4.945460 -0.448804 -4.785789  0.129
H -3.864036 -0.453640 -6.227911  0.138
H -3.490217 1.190312 -3.837681  0.142
H -1.472419 0.598876 -5.973358  0.089
H -1.358517 1.752233 -4.574795  0.076
H -2.515009 1.991722 -5.886189  0.086
H -2.701978 -1.526230 -4.310514  0.073
H -3.283447 -0.782210 -3.035128  0.078
C 2.782726 -0.113280 -0.047448  -0.092
O 3.771808 0.073091 0.977793  -0.198
C 3.273389 0.246854 2.349957  -0.157
C 4.198065 0.274999 3.535299  -0.456
C 4.747949 -1.106975 3.903357  -0.060
N 3.611220 0.819677 4.720753  0.040
H 2.103907 -0.957859 0.070875  0.083
H 3.467776 -0.251193 -0.883972  0.093
H 2.126192 0.742131 -0.206619  0.069
H 2.924293 1.278548 2.307021  0.110
H 2.351957 -0.335375 2.341949  0.105
H 5.058432 0.889354 3.269903  0.136
H 5.469942 -1.167050 4.717732  0.071
H 5.357299 -1.437382 3.062161  0.074
H 4.005912 -1.882422 4.093557  0.077
H 3.183340 1.679865 4.409116  0.064
H 4.348024 1.256261 5.256112  0.085
C -2.186768 -0.648752 1.864376  -0.116
O -1.802659 -1.527634 2.930502  -0.189
C -0.367907 -1.542398 3.347324  -0.111
C -0.193483 -0.800154 4.763737  -0.414
C -0.347284 0.720068 4.685352  -0.072
N 1.048431 -1.112305 5.470113  0.025
H -1.675846 0.313865 1.843806  0.071
H -3.251278 -0.449557 1.740945  0.081
H -2.004998 -1.078841 0.879441  0.058
H 0.050864 -2.548187 3.313918  0.114
H 0.276086 -0.934011 2.712304  0.082
H -0.999060 -1.187599 5.387470  0.127
H -0.243873 1.039401 5.722384  0.078
H -1.413493 0.844841 4.496300  0.069
H 0.236331 1.241404 3.926615  0.072
H 1.121893 -0.991962 6.470222  0.068
H 1.688385 -0.387465 5.178253  0.012
C -1.575445 -3.253050 -1.695313  -0.100
O -1.459576 -4.673765 -1.566421  -0.198
C -2.334276 -5.437242 -2.370734  -0.215
C -2.661495 -6.814920 -1.836769  -0.421
C -2.799542 -7.876728 -2.916912  -0.067
N -3.938858 -6.848695 -1.119586  0.018
H -2.544886 -2.911544 -1.332457  0.085
H -1.457567 -3.038494 -2.757470  0.070
H -0.705270 -2.831465 -1.192177  0.086
H -3.203550 -4.796492 -2.518741  0.117
H -1.822446 -5.586882 -3.321386  0.112
H -1.889517 -7.202954 -1.172257  0.141
H -2.304482 -8.721156 -2.437357  0.076
H -2.071159 -7.662073 -3.698886  0.069
H -3.815211 -8.059523 -3.267788  0.080
H -3.928716 -6.237394 -0.315650  0.067
H -4.762132 -6.586621 -1.642671  0.065
C 1.217814 4.799657 0.398222  -0.107
O 2.613044 4.687793 0.664408  -0.190
C 3.129072 5.920649 1.189251  -0.198
C 4.599844 5.713618 1.527584  -0.393
C 4.909118 4.795444 2.782270  -0.055
N 5.190552 6.963717 1.961519  0.006
H 0.741594 3.822047 0.323494  0.072
H 1.045562 5.334305 -0.535902  0.084
H 0.699737 5.383523 1.159015  0.082
H 2.922724 6.656062 0.411624  0.124
H 2.602719 6.281450 2.072919  0.123
H 5.129197 5.322423 0.658762  0.140
H 4.383508 3.840582 2.773952  0.052
H 4.611252 5.364611 3.662857  0.069
H 5.945453 4.485880 2.917493  0.073
H 6.172891 6.773219 2.098742  0.068
H 5.009771 7.088395 2.947357  0.055
C -0.639896 1.333174 -1.394989  -0.151
O -0.817781 -0.090892 -1.498206  -0.156
H 0.260651 1.686196 -1.897466  0.075
H -1.432875 1.827556 -1.956124  0.062
H -0.810119 1.637737 -0.362342  0.067
H -1.257742 -0.265852 -2.333320  0.004

Forces on atoms 1 to 3 (eV/Å):
C -0.7097 0.3521 0.5888
O 0.1761 0.3088 -0.9228
C -0.6657 -0.2482 -0.2046

Which formula does entry 1 have? C21H57N5O9